[1]
{
  "formula": "C25H63B4FOPRbV",
  "method": "ωB97M-V/def2-TZVPD",
  "species": ["Rb", "V", "C", "C", "C", "C", "P", "C", "C", "C", "C", "C", "C", "C", "C", "C", "C", "C", "C", "H", "H", "H", "H", "H", "H", "H", "H", "H", "H", "H", "H", "H", "H", "H", "H", "H", "H", "H", "H", "H", "H", "H", "H", "H", "H", "H", "H", "H", "H", "H", "H", "H", "H", "H", "H", "B", "H", "H", "H", "H", "B", "H", "H", "H", "H", "B", "H", "H", "H", "H", "B", "H", "H", "H", "H", "C", "C", "O", "C", "H", "H", "H", "H", "H", "H", "F", "C", "C", "C", "C", "C", "C", "H", "H", "H", "H", "H"],
  "xyz": [[16.3020, 14.2500, -1.9828], [18.8421, 13.9295, -5.0673], [18.8900, 15.9169, -11.0435], [17.3803, 15.9058, -10.6429], [17.2726, 15.0756, -9.3556], [15.7919, 14.4085, -9.0914], [15.6378, 13.2992, -7.6588], [15.6668, 14.1979, -6.1123], [14.4370, 15.0783, -5.8457], [14.7066, 16.4545, -5.2584], [15.4641, 17.3588, -6.1096], [17.0674, 12.0464, -7.7190], [16.9914, 11.0157, -8.8659], [18.1013, 9.8975, -8.7508], [19.5366, 10.2501, -9.0430], [14.0532, 12.4955, -7.6837], [13.6984, 11.6397, -8.9364], [12.2397, 11.5139, -9.2648], [11.3462, 11.1146, -8.1313], [19.4982, 16.1472, -10.1688], [19.0460, 16.6651, -11.8206], [19.3706, 15.0210, -11.4366], [16.7063, 15.7477, -11.4848], [17.0786, 16.9300, -10.4238], [17.4354, 15.7694, -8.5309], [18.0182, 14.2812, -9.3238], [15.4201, 13.8059, -9.9201], [15.1133, 15.2212, -8.8322], [16.6142, 14.7339, -6.0559], [15.8745, 13.4942, -5.3061], [13.7126, 14.5346, -5.2393], [13.9726, 15.2286, -6.8204], [15.0994, 16.3766, -4.2446], [13.7070, 16.8272, -5.0350], [15.3812, 18.3872, -5.7581], [15.0531, 17.4395, -7.1159], [16.5401, 17.2214, -6.0023], [17.1842, 11.4815, -6.7942], [18.0030, 12.5980, -7.8124], [16.9684, 11.4445, -9.8678], [16.0380, 10.4898, -8.9171], [17.7550, 9.0383, -9.3253], [18.1130, 9.4216, -7.7702], [19.9242, 11.0620, -8.4277], [19.6908, 10.5985, -10.0642], [20.1993, 9.4081, -8.8429], [13.2808, 13.2643, -7.6633], [13.9750, 11.9799, -6.7265], [14.1456, 10.6732, -8.7038], [14.2458, 11.9346, -9.8316], [12.2178, 10.7102, -10.0008], [11.8933, 12.3875, -9.8170], [10.4755, 10.6422, -8.5861], [11.1210, 12.0579, -7.6337], [11.7828, 10.3635, -7.4731], [18.3334, 12.1045, -5.0230], [17.9449, 11.3103, -5.6414], [18.5819, 11.7675, -4.0286], [19.2164, 12.4634, -5.5286], [17.6014, 12.8971, -5.0045], [18.7206, 14.3483, -6.7931], [18.7462, 14.2986, -7.8706], [19.6079, 13.8400, -6.4488], [18.7202, 15.3655, -6.4331], [17.9504, 13.7148, -6.3810], [17.6025, 14.5968, -4.0699], [16.8917, 15.0960, -3.4298], [17.9019, 13.6929, -3.5624], [17.0236, 14.5071, -4.9761], [18.5108, 15.1626, -4.2086], [15.8352, 12.1877, -3.3843], [15.2847, 11.4844, -3.9898], [15.1852, 12.6170, -2.6376], [16.6337, 11.5888, -2.9745], [16.2678, 12.9650, -3.9949], [19.9091, 17.5487, -1.7156], [19.1694, 16.2355, -1.7094], [18.0098, 16.2376, -1.3725], [19.8054, 14.9090, -2.0688], [20.5005, 17.4368, -0.8068], [19.1779, 18.3515, -1.6212], [20.5803, 17.6243, -2.5711], [19.1001, 14.1722, -2.4531], [20.4081, 14.4398, -1.2911], [20.6156, 15.0218, -2.7892], [15.6452, 17.6666, -2.2402], [16.4030, 18.2130, -3.2335], [16.2652, 19.5405, -3.6036], [17.2640, 20.1084, -4.4569], [18.3108, 19.3124, -4.9075], [18.3831, 17.9732, -4.5528], [17.4670, 17.4449, -3.7391], [15.4712, 20.1892, -3.2644], [17.2471, 21.1308, -4.8044], [19.0732, 19.6634, -5.5872], [19.1852, 17.4256, -5.0252], [17.5618, 16.4086, -3.4501]],
  "gap_ha": [0.2056, 0.3260],
  "s_squared": 3.76,
  "e_homo_ev": [-5.28, -8.61],
  "multiplicity": 4,
  "charge": 0,
  "e_lumo_ev": [0.309, 0.259]
}


[2]
{
  "formula": "C6H6",
  "method": "ωB97M-V/def2-TZVPD",
  "species": ["C", "C", "C", "C", "C", "C", "H", "H", "H", "H", "H", "H"],
  "xyz": [[-1.4742, 0.7716, -0.4151], [-0.7946, -0.3632, 0.3478], [0.3384, -1.7738, -1.1963], [0.5241, -0.8339, -0.2993], [1.7835, -0.3074, 0.1226], [2.8294, 0.1210, 0.5417], [-2.2956, 1.1889, 0.1776], [-0.7720, 1.5782, -0.6462], [-1.8889, 0.4026, -1.3588], [-1.4789, -1.2124, 0.4393], [-0.5286, -0.0631, 1.3659], [3.7574, 0.4915, 0.9209]],
  "de_lowest_kcal_mol": 132.73,
  "gap_ha": 0.3317,
  "e_homo_ev": -9.53,
  "multiplicity": 1,
  "charge": 0,
  "e_lumo_ev": -0.508
}


[3]
{
  "formula": "C8H16ClIMnN2OP",
  "method": "ωB97M-V/def2-TZVPD",
  "species": ["C", "I", "H", "H", "H", "Mn", "P", "C", "C", "H", "H", "H", "C", "H", "H", "H", "H", "H", "H", "C", "O", "Cl", "N", "C", "C", "C", "N", "H", "H", "H", "H"],
  "xyz": [[-0.2747, -2.6733, -1.2124], [1.8259, -1.5390, -1.7006], [-1.0841, -2.0471, -0.8068], [-0.0408, -3.5446, -0.5830], [-0.6393, -3.0102, -2.2040], [0.3027, -0.6745, -0.0122], [-0.1019, 1.3755, -1.4203], [1.3569, 2.0862, -2.2642], [-1.2304, 1.0722, -2.8293], [-1.7488, 2.4451, -0.0191], [-1.0815, 3.5892, -1.2495], [-0.1217, 3.1724, 0.2178], [-0.8368, 2.7927, -0.5280], [-2.2370, 0.8876, -2.4296], [-1.2430, 1.9618, -3.4834], [1.0142, 2.8828, -2.9457], [1.8622, 1.2949, -2.8376], [-0.8931, 0.1928, -3.3981], [2.0459, 2.5055, -1.5146], [1.6290, 0.4803, 0.5199], [2.2856, 1.3311, 1.0020], [-1.9558, -0.1945, 0.1273], [-0.0647, -2.3572, 2.3448], [-0.0595, -2.4934, 3.6737], [0.2537, -1.2500, 4.1999], [0.4181, -0.3743, 3.1286], [0.2609, -1.0857, 1.9675], [-0.2593, -3.0729, 1.6531], [-0.3404, -3.4174, 4.1508], [0.3237, -1.0215, 5.2365], [0.6339, 0.6855, 3.2164]],
  "gap_ha": [0.2670, 0.2804],
  "s_squared": 6.21,
  "e_homo_ev": [-16.55, -16.65],
  "multiplicity": 5,
  "charge": 2,
  "e_lumo_ev": [-9.282, -9.018]
}


[4]
{
  "formula": "C43H46Cl4N6O2PY",
  "method": "ωB97M-V/def2-TZVPD",
  "species": ["Y", "N", "P", "C", "C", "C", "C", "C", "C", "C", "C", "C", "C", "C", "C", "C", "C", "C", "C", "C", "N", "H", "H", "H", "H", "H", "H", "H", "H", "H", "H", "H", "H", "H", "H", "H", "Cl", "C", "Cl", "H", "H", "Cl", "C", "C", "C", "C", "C", "Cl", "C", "N", "H", "H", "H", "C", "C", "C", "C", "C", "C", "N", "C", "C", "C", "C", "C", "C", "C", "O", "O", "C", "C", "H", "H", "H", "H", "H", "H", "H", "H", "H", "H", "H", "H", "H", "H", "C", "C", "C", "C", "N", "N", "H", "H", "H", "H", "H", "H", "H", "H", "H", "H", "H", "H"],
  "xyz": [[-0.9966, -1.0364, -0.8309], [2.2086, -2.9837, -2.1121], [1.9279, -1.2905, -2.1486], [3.4604, -0.6050, -1.4461], [3.3274, 0.4199, -0.5156], [4.4563, 1.0099, 0.0431], [5.7170, 0.5721, -0.3260], [5.8578, -0.4489, -1.2624], [4.7352, -1.0277, -1.8263], [2.1623, -0.9156, -3.9182], [2.7860, 0.2701, -4.3049], [2.8678, 0.6119, -5.6473], [2.3339, -0.2295, -6.6121], [1.7089, -1.4098, -6.2323], [1.6131, -1.7479, -4.8919], [1.2726, -3.8922, -1.6770], [1.5151, -5.2725, -1.7169], [0.5320, -6.1261, -1.2715], [-0.6757, -5.6183, -0.7954], [-0.8133, -4.2503, -0.7925], [0.1264, -3.4103, -1.2076], [3.0495, -3.3760, -2.5074], [2.3393, 0.7719, -0.2430], [4.3400, 1.8011, 0.7725], [6.5976, 1.0270, 0.1094], [6.8447, -0.7825, -1.5566], [4.8527, -1.7995, -2.5798], [3.2134, 0.9258, -3.5566], [3.3534, 1.5348, -5.9379], [2.4006, 0.0356, -7.6594], [1.2782, -2.0620, -6.9808], [1.0879, -2.6478, -4.5993], [2.4596, -5.6464, -2.0887], [0.6972, -7.1953, -1.2955], [-1.4724, -6.2576, -0.4428], [-2.7253, -3.5962, -1.0212], [-1.4300, -1.6492, -3.3575], [-3.2440, -0.2628, -0.6806], [-3.6981, -1.0936, 0.9035], [-4.0017, -0.5895, -1.3927], [-3.4003, 0.7972, -0.4684], [-0.1863, -3.0911, 2.0057], [-1.7408, -3.8540, 2.0958], [-2.2235, -4.2475, 3.3302], [-3.4880, -4.8054, 3.4230], [-4.2595, -4.9720, 2.2853], [-3.7526, -4.5863, 1.0576], [-4.7253, -4.7934, -0.3646], [-2.4888, -4.0155, 0.9317], [-1.9884, -3.5672, -0.3187], [-1.6125, -4.0935, 4.2084], [-3.8759, -5.1031, 4.3872], [-5.2514, -5.3974, 2.3390], [-4.5706, 0.8352, 3.8986], [-3.7436, 2.0531, 3.5810], [-4.3583, 3.1712, 3.0345], [-3.6218, 4.3050, 2.7295], [-2.2569, 4.3043, 2.9309], [-1.6211, 3.1858, 3.4626], [-0.2196, 3.2940, 3.6389], [0.8022, 2.3757, 3.4777], [1.9358, 2.5538, 4.2911], [2.9923, 1.6708, 4.2719], [2.9482, 0.5467, 3.4510], [1.8557, 0.3781, 2.6257], [0.7996, 1.2929, 2.5786], [-0.2460, 1.1098, 1.5163], [-0.9804, 2.0340, 1.1886], [-0.2654, -0.0538, 0.9407], [-2.3654, 2.0603, 3.8376], [-1.7349, 0.8677, 4.5047], [-5.5952, 0.9722, 3.5561], [-4.5997, 0.6352, 4.9727], [-4.1664, -0.0513, 3.4066], [-5.4250, 3.1507, 2.8465], [-4.1076, 5.1749, 2.3064], [-1.6547, 5.1571, 2.6405], [0.0684, 4.1464, 4.0890], [1.9490, 3.3941, 4.9767], [3.8405, 1.8422, 4.9233], [3.7566, -0.1723, 3.4471], [1.8041, -0.4712, 1.9588], [-0.8441, 1.1454, 5.0643], [-1.4428, 0.1036, 3.7779], [-2.4344, 0.4023, 5.1980], [1.0254, 3.3752, -3.4021], [0.1581, 3.4325, -2.1489], [-1.2673, 3.8690, -2.5058], [0.7522, 4.4070, -1.1363], [0.1945, 2.1255, -1.4700], [-0.4703, 1.0584, -2.1387], [1.0366, 4.3437, -3.9048], [0.6476, 2.6399, -4.1166], [2.0489, 3.1065, -3.1338], [-1.2622, 4.8947, -2.8783], [-1.9114, 3.8279, -1.6244], [-1.7046, 3.2482, -3.2914], [0.8498, 5.4013, -1.5740], [1.7389, 4.0626, -0.8210], [0.1154, 4.4755, -0.2512], [-0.2651, 2.2190, -0.5664], [0.1045, 0.7363, -2.9123], [-1.3620, 1.3352, -2.5531]],
  "de_lowest_kcal_mol": 0.00,
  "gap_ha": 0.2780,
  "e_homo_ev": -7.28,
  "multiplicity": 1,
  "charge": 0,
  "e_lumo_ev": 0.285
}


The following max |F| values (in eV Å⁻¹) correspond, in order, to the records above: 9.3; 0.7; 9.8; 0.6.